# 1
Computed, not measured: a structure of composition C42H40N8OPbS, with ωB97M-V with the def2-TZVPD basis set.

Its calculated total energy is -2728.2071 a.u. The value obtained for the energy above the lowest of the compared OMol25 structures with the same formula, charge and spin is 78.78 kcal/mol.

Geometry as ORCA input:
```
! RIJCOSX wB97M-V def2-TZVPD def2/J DEFGRID3
* xyz 2 1
Pb 0.09112 0.23533 -1.92026
C 2.14906 -0.91289 -4.37068
N 0.97190 -1.42710 -3.61533
C -0.29442 -1.35721 -4.45173
C -1.55127 -1.62250 -3.69014
C -2.74465 -1.81048 -4.31408
C -3.88556 -2.10211 -3.57938
C -3.75545 -2.30187 -2.16722
C -2.56012 -2.00495 -1.58665
N -1.52001 -1.56589 -2.34923
C 1.14325 -2.77854 -3.06918
C 1.63620 -2.84119 -1.63799
C 2.12015 -4.07624 -1.19923
C 2.61866 -4.15687 0.08674
C 2.72997 -2.99907 0.89456
C 2.23462 -1.82325 0.37082
N 1.68797 -1.77660 -0.88385
C 2.90169 0.26130 -3.75012
C 4.04869 0.60588 -4.42953
C 4.85024 1.61189 -3.91129
C 4.40119 2.36786 -2.79354
C 3.27626 1.91796 -2.13894
N 2.51576 0.90810 -2.64531
H 1.86978 -0.70114 -5.41462
H 2.89424 -1.77514 -4.50502
H -0.21834 -1.88796 -5.42738
H -0.46703 -0.32107 -4.80816
H -2.73494 -1.87396 -5.38270
H -4.84802 -2.21881 -4.10866
H -4.54950 -2.56827 -1.50382
H -2.34677 -2.06607 -0.51413
H 1.84662 -3.30592 -3.74821
H 0.17299 -3.31231 -3.07252
H 2.03617 -4.89534 -1.84299
H 2.88699 -5.17364 0.41188
H 3.08856 -3.07123 1.92847
H 2.28885 -0.86156 0.89342
H 4.32059 -0.09025 -5.23359
H 5.78680 1.86315 -4.36918
H 4.98536 3.14313 -2.31458
H 2.95117 2.48147 -1.26196
C -0.42675 3.62726 -5.92329
N -0.57112 4.18613 -4.58177
C 0.05428 5.45579 -4.21903
C 0.08223 5.49487 -2.90376
N -0.45412 4.31902 -2.36273
C -0.90850 3.52360 -3.46930
S -1.57754 2.02124 -3.44300
C -0.71048 3.99263 -1.00472
C -1.47032 4.93557 -0.23385
C -2.03262 4.49243 0.96443
C -1.73473 3.15678 1.38239
C -0.84962 2.37523 0.68107
N -0.39135 2.78681 -0.52567
H -0.80300 4.32501 -6.62111
H -0.94237 2.67318 -6.01292
H 0.69858 3.48848 -6.13204
H 0.40341 6.04838 -5.01015
H 0.36878 6.25545 -2.19579
H -1.78594 5.91008 -0.61519
H -2.74302 5.07260 1.57667
H -2.31446 2.78043 2.23366
H -0.41847 1.47753 1.07513
N -0.95964 0.02781 3.20065
C -0.57466 -0.37576 4.39362
C 0.43844 0.32887 5.16389
C 1.19788 -0.40745 6.08253
C 2.15169 0.23478 6.87657
C 2.31206 1.62806 6.78893
C 1.67691 2.29645 5.78313
C 0.71578 1.69883 4.99190
C -1.31959 -1.63899 4.78875
C -1.59858 -1.91432 6.18505
C -2.23737 -3.10846 6.53370
C -2.16163 -4.22167 5.64714
C -1.72647 -4.07546 4.35536
C -1.41704 -2.73765 3.77462
H 1.06939 -1.52197 6.13505
H 2.70770 -0.37389 7.56946
H 2.98310 2.19143 7.39463
H 1.90618 3.37120 5.69311
H 0.27441 2.09271 4.14103
H -1.25157 -1.26067 6.97516
H -2.62310 -3.27261 7.55203
H -2.48215 -5.22438 6.00353
H -1.68905 -4.91533 3.69252
H -0.62867 -2.76103 3.02370
C -3.89311 -1.89621 3.84892
C -2.44277 -1.69839 3.61311
O -2.08451 -0.67440 2.74683
H -4.12269 -2.97704 3.88150
H -4.49236 -1.44167 3.05869
H -4.23021 -1.48788 4.87121
*
```

# 2
Computed, not measured: a structure of composition C42H41LaP2, with ωB97M-V with the def2-TZVPD basis set.

Its calculated total energy is -2338.5746 a.u.

Geometry as ORCA input:
```
! RIJCOSX wB97M-V def2-TZVPD def2/J DEFGRID3
* xyz 2 1
C 3.04431 1.42170 1.16655
C 2.40213 0.20313 1.55743
C 3.20427 -0.95496 1.65845
C 4.58766 -0.91490 1.41674
C 5.19337 0.27880 0.98663
C 4.39317 1.42158 0.79588
P 0.59790 0.06499 1.94121
C 0.44287 -1.23337 3.25692
C 0.02251 -2.56336 2.98482
C 0.06394 -3.52509 4.00975
C 0.45576 -3.15296 5.30383
C 0.79463 -1.83183 5.58792
C 0.74895 -0.87705 4.57573
La -0.19436 -1.33069 -0.35068
P 0.81562 0.37950 -2.46312
C 2.03121 -0.95225 -2.80700
C 3.29506 -0.59566 -3.34931
C 4.42552 -1.25154 -2.83284
C 4.30515 -2.42910 -2.04228
C 3.02691 -2.95500 -1.78602
C 1.88563 -2.23866 -2.18985
C -0.62207 -0.27876 -3.25366
C -1.92852 0.10628 -2.86311
C -3.02784 -0.54415 -3.42094
C -2.81695 -1.56279 -4.37184
C -1.51318 -1.92167 -4.77481
C -0.42057 -1.24907 -4.25274
C 0.92016 2.15716 -2.80870
C 0.64832 3.13922 -1.81429
C 0.90515 4.47830 -2.10558
C 1.49532 4.80821 -3.33471
C 1.87883 3.82348 -4.26466
C 1.61263 2.47747 -3.99271
C 0.07270 1.62469 2.67384
C 1.03259 2.36253 3.38183
C 0.69314 3.61763 3.89777
C -0.62055 4.08938 3.76499
C -1.59916 3.31408 3.12513
C -1.26102 2.07931 2.57792
H -2.05681 0.86878 -2.08872
H -4.05711 -0.25648 -3.12558
H -3.69258 -2.08945 -4.78440
H -1.37015 -2.71513 -5.52008
H 0.58115 -1.49372 -4.58977
H 3.38904 0.14650 -4.16401
H 5.42370 -0.86264 -3.06716
H 5.19664 -2.93694 -1.63726
H 2.90043 -3.92192 -1.25661
H 0.89474 -2.74011 -2.11306
H 0.28829 2.84267 -0.82812
H 0.64168 5.25617 -1.38577
H 1.65325 5.85646 -3.59215
H 2.37770 4.08845 -5.20478
H 1.93730 1.67134 -4.67078
H 2.03906 1.95874 3.54918
H 1.45088 4.20908 4.41955
H -0.88394 5.06918 4.17558
H -2.63211 3.66273 3.07081
H -2.00805 1.44654 2.09544
H -0.38211 -2.84857 1.99284
H -0.22749 -4.56237 3.79463
H 0.46897 -3.89508 6.09463
H 1.08641 -1.53014 6.59348
H 0.93928 0.16717 4.80161
H 2.75781 -1.89624 1.99797
H 5.15091 -1.83639 1.61555
H 6.26595 0.37436 0.76511
H 4.87939 2.31650 0.37949
H 2.44923 2.32035 0.97406
H 1.55682 1.00946 -0.85964
H 0.93279 0.51865 -0.38305
C -5.38389 -2.58997 -0.13226
C -5.06678 -1.23606 0.50363
C -5.87547 -0.15085 -0.24017
C -5.45360 -1.28032 2.00343
C -3.62752 -1.05220 0.28606
C -2.43879 -1.03752 0.03046
H -6.45478 -2.81350 -0.05618
H -4.78940 -3.37184 0.35281
H -5.07493 -2.56455 -1.18334
H -6.95314 -0.38956 -0.24589
H -5.69919 0.84255 0.19568
H -5.51304 -0.12022 -1.27372
H -4.82555 -2.02326 2.51252
H -5.27538 -0.31851 2.50796
H -6.51080 -1.57675 2.10555
*
```

# 3
Computed, not measured: a structure of composition C42H41NO4P2Sn, with ωB97M-V with the def2-TZVPD basis set.

Its calculated total energy is -2877.5533 a.u. The value obtained for the energy above the lowest of the compared OMol25 structures with the same formula, charge and spin is 0.06 kcal/mol.

Geometry as ORCA input:
```
! RIJCOSX wB97M-V def2-TZVPD def2/J DEFGRID3
* xyz 0 1
Sn -0.57348 2.30505 -0.54705
C 3.77078 2.76625 2.81343
C 3.69274 1.70380 1.99627
C 3.82672 0.26276 2.35878
C 2.54945 -0.44000 2.93744
C 1.66012 0.33184 3.85043
C 2.08404 1.18501 4.78645
C 3.51384 1.55125 5.05141
C 4.07014 2.76275 4.28470
C -1.90202 2.39055 1.20305
H 3.64344 3.78146 2.43152
H 3.58173 1.85267 0.90951
H 4.68358 0.03926 3.02367
H 3.93207 -0.24648 1.37940
H 1.96074 -0.79590 2.07440
H 2.87868 -1.34038 3.49451
H 0.60535 0.05735 3.81160
H 1.37336 1.66037 5.47129
H 4.14841 0.68328 4.84836
H 3.60016 1.77181 6.12989
H 3.73956 3.69366 4.78656
H 5.16866 2.74640 4.39225
H -2.39598 3.37312 1.28989
H -1.23780 2.14944 2.04855
H -2.67347 1.62432 1.02486
P -0.75464 -1.34474 -3.60390
P -3.19724 -2.42825 -1.75090
C -0.63532 -2.90222 -2.66660
C -1.71968 -3.41910 -2.03508
C -0.33444 -2.07153 -5.27471
C 0.41299 -3.24759 -5.45271
C 0.48364 -3.86175 -6.71235
C -0.09068 -3.24278 -7.82933
C -0.71183 -1.99529 -7.67826
C -0.85710 -1.42628 -6.41173
C 0.84337 -0.57443 -3.12155
C 0.94020 -0.08066 -1.80711
C 2.12067 0.50891 -1.36653
C 3.23435 0.55090 -2.21299
C 3.13481 0.07736 -3.52571
C 1.92708 -0.44936 -3.99615
C -4.38458 -3.82667 -2.23730
C -4.27790 -4.36572 -3.53255
C -5.02599 -5.48867 -3.89003
C -5.91844 -6.06254 -2.97755
C -6.08250 -5.48381 -1.71539
C -5.34126 -4.34990 -1.35642
C -3.30182 -2.53883 0.08324
C -4.21288 -1.66924 0.71685
C -4.31437 -1.65284 2.10664
C -3.51305 -2.50289 2.88015
C -2.63052 -3.38752 2.25321
C -2.51595 -3.40151 0.85799
H 0.33139 -3.42706 -2.64877
H -1.72628 -4.45956 -1.67899
H 0.93625 -3.70779 -4.61207
H 0.99739 -4.82271 -6.81403
H -0.04202 -3.72775 -8.80914
H -1.08917 -1.47303 -8.55690
H -1.37759 -0.47685 -6.29184
H 0.05070 -0.11634 -1.16225
H 2.15802 0.97779 -0.38123
H 4.17560 0.95642 -1.84367
H 3.99416 0.11349 -4.19655
H 1.84017 -0.79373 -5.03017
H -3.58675 -3.91747 -4.24740
H -4.91707 -5.92409 -4.88160
H -6.48663 -6.95389 -3.25045
H -6.78757 -5.91415 -1.00336
H -5.48955 -3.89312 -0.37511
H -4.84556 -1.01919 0.11050
H -5.02756 -0.98306 2.58667
H -3.58358 -2.48389 3.96864
H -2.02606 -4.08061 2.84327
H -1.82085 -4.09428 0.38276
O 0.44038 4.03122 0.25598
C 1.00475 3.75151 1.41856
O 1.23863 2.56816 1.76079
C 1.23927 4.90955 2.38751
C 1.65294 4.63176 3.70939
C 2.11295 5.64401 4.55470
C 1.90730 6.98765 4.18711
C 1.23535 7.27272 2.98212
C 0.93102 6.25845 2.08365
N 2.48395 8.05858 4.94436
O 3.23996 7.82791 5.91991
O 2.20520 9.22835 4.56822
H 1.61941 3.61043 4.10140
H 2.62554 5.41026 5.48994
H 0.99258 8.30581 2.77716
H 0.41557 6.49178 1.15645
*
```

| no. | HOMO (eV) |
| --- | --- |
| 1 | -11.3 |
| 2 | -12.8 |
| 3 | -8.1 |